Formula: H6O3
Source: the Open Molecules 2025 dataset
Level of theory: ωB97M-V/def2-TZVPD

Cartesian coordinates (Å):
O -0.22028 -0.03699 -2.77572
H -0.59479 -0.92124 -2.82176
H 0.01940 0.06449 -1.83530
O -0.17851 0.70736 2.53035
H -0.74902 0.46843 3.27553
H -0.71352 1.40557 2.12539
O 0.52651 -0.62320 0.00648
H 0.93602 -0.28352 0.81478
H -0.27375 -1.01092 0.38298

As for the frontier orbital gap: 11.2 eV. For the relative energy (zero: lowest compared OMol25 entry of this formula, charge and spin), the calculation gives 35.5 kJ/mol. Its structure (SMILES) is O.O.O.

***

Formula: C53H45N12O4RbS
Source: the Open Molecules 2025 dataset
Level of theory: ωB97M-V/def2-TZVPD

Cartesian coordinates (Å):
Rb 0.87425 0.23640 0.16429
C -2.69223 1.35831 -0.56063
O -1.48760 1.85566 -1.12845
C -1.52978 3.08031 -1.70840
C -2.70108 3.82351 -1.81928
C -2.69747 5.05718 -2.45884
C -1.52215 5.55336 -2.99754
C -0.35207 4.81903 -2.87491
C -0.32173 3.59210 -2.21984
N 0.85174 2.80662 -2.07112
N 1.89252 3.49797 -2.24992
C 3.13092 2.91681 -2.20162
C 3.38175 1.49876 -2.20136
O 2.52046 0.60284 -2.26980
C 4.79644 1.10682 -2.13529
C 5.80855 1.99051 -2.13121
C 5.56577 3.40606 -2.18803
C 6.62503 4.32601 -2.19974
C 6.39623 5.68104 -2.24308
C 5.07003 6.13833 -2.26553
C 4.01731 5.25623 -2.24764
C 4.22591 3.85661 -2.21868
H -3.05641 2.01950 0.22660
H -2.44483 0.39902 -0.11437
H -3.46040 1.23310 -1.33560
H -3.61924 3.45199 -1.38998
H -3.61958 5.62174 -2.52950
H -1.51168 6.50871 -3.50887
H 0.57987 5.18441 -3.28474
H 4.97232 0.03854 -2.08115
H 6.83867 1.64922 -2.07403
H 7.64011 3.94212 -2.16910
H 7.22173 6.38275 -2.24790
H 4.86964 7.20391 -2.28558
H 3.00031 5.62017 -2.24328
C -4.12961 -0.12649 3.75768
C -2.98881 -0.27579 2.78473
N -2.23946 0.69187 2.40109
N -2.59109 1.92763 2.82820
C -1.63973 2.84233 2.70800
N -2.11280 4.12037 2.97845
S 0.01432 2.70340 2.32990
C -2.68456 -1.61887 2.24191
C -3.12637 -2.77295 2.89713
C -2.76883 -4.01496 2.41625
C -1.98545 -4.09325 1.27767
C -1.63218 -2.90246 0.66284
N -1.98226 -1.69998 1.09949
H -4.14262 0.89602 4.12473
H -4.02668 -0.80472 4.60641
H -5.09006 -0.34211 3.27722
H -2.96011 4.13954 3.52519
H -1.39066 4.77246 3.23382
H -3.70527 -2.69361 3.80536
H -3.07613 -4.91199 2.94136
H -1.64936 -5.03941 0.87316
H -1.03576 -2.91625 -0.23962
C -2.21572 -12.05540 -7.77107
O -1.14260 -11.87075 -6.87520
C -1.00077 -10.63269 -6.31740
C 0.06303 -10.48166 -5.42710
C 0.28681 -9.27106 -4.81210
C -0.54130 -8.17217 -5.06508
C -1.59421 -8.33652 -5.95297
C -1.83295 -9.55454 -6.58173
C -0.26797 -6.90488 -4.38108
N 0.71389 -6.71139 -3.53333
C 0.58879 -5.40354 -3.12394
C -0.48215 -4.80494 -3.73934
N -1.02626 -5.77698 -4.54710
C -0.86788 -3.44647 -3.51689
C -1.92622 -2.79434 -4.16045
C -2.17756 -1.47953 -3.86369
C -1.37538 -0.84378 -2.90518
N -0.39255 -1.44824 -2.27441
C -0.11002 -2.72270 -2.57652
C 1.03587 -3.34885 -1.89588
N 1.70876 -2.59596 -1.01180
C 2.78832 -3.10034 -0.44979
C 3.23821 -4.40650 -0.69633
C 2.53104 -5.20541 -1.55810
C 1.39987 -4.67278 -2.18852
H -2.16258 -13.09023 -8.09988
H -2.12964 -11.39594 -8.63982
H -3.17880 -11.88093 -7.28227
H 0.70016 -11.33425 -5.23299
H 1.10654 -9.14447 -4.11840
H -2.26082 -7.51261 -6.17743
H -2.66502 -9.64017 -7.26527
H -1.83693 -5.67981 -5.12893
H -2.53291 -3.32015 -4.89045
H -2.97651 -0.93426 -4.34774
H -1.53501 0.19534 -2.64308
H 3.32260 -2.44567 0.23113
H 4.12628 -4.76691 -0.19470
H 2.82387 -6.22588 -1.76876
N 2.06544 -1.31515 3.33992
C 1.08677 -2.16816 2.97243
N 0.02348 -2.28330 3.76576
C 0.32700 -1.39903 4.77354
C -0.38963 -1.06250 5.92548
C 0.15525 -0.13633 6.79442
C 1.39795 0.46314 6.52738
C 2.11359 0.14609 5.38879
C 1.57358 -0.79203 4.50638
H 3.09309 -0.90605 2.20631
H 1.17726 -2.75252 2.06056
H -1.35406 -1.51851 6.12050
H -0.38768 0.14845 7.68922
H 1.78914 1.20197 7.21825
H 3.06306 0.62518 5.17488
C 4.24888 0.56058 1.62759
O 3.67365 -0.69958 1.38868
H 4.15541 0.84110 2.68291
H 3.76630 1.34996 1.03750
H 5.31004 0.57157 1.36280

As for the frontier orbital gap: 4.5 eV. Its net charge is -2. For the relative energy (zero: lowest compared OMol25 entry of this formula, charge and spin), the calculation gives 0.0 kJ/mol.

***

Formula: C4H10O2
Source: the Open Molecules 2025 dataset
Level of theory: ωB97M-V/def2-TZVPD

Cartesian coordinates (Å):
O 1.34574 1.64312 2.11673
C 0.57361 0.50059 1.64565
C 0.77419 0.36585 0.15195
C -0.06401 -0.90990 -0.37426
C -1.37382 -0.49726 -1.04442
O -1.10090 0.11728 -2.33045
H 1.93719 1.81546 1.37926
H -0.46529 0.57392 1.93995
H 1.06465 -0.32337 2.17011
H 0.35081 1.25886 -0.35223
H 1.81051 0.30511 -0.21008
H 0.62036 -1.46614 -0.99884
H -0.31769 -1.68068 0.36309
H -2.10210 -1.30831 -1.08904
H -1.91669 0.25330 -0.45273
H -1.13657 -0.64783 -2.91470

As for the frontier orbital gap: 11.1 eV. For the relative energy (zero: lowest compared OMol25 entry of this formula, charge and spin), the calculation gives 139.6 kJ/mol. Its structure (SMILES) is OCCCCO.

***

Formula: C25H42F4N6O8P2
Source: the Open Molecules 2025 dataset
Level of theory: ωB97M-V/def2-TZVPD

Cartesian coordinates (Å):
C -0.55024 -1.88918 3.76417
C -0.42897 -1.19287 2.77579
C -0.55276 -0.19928 1.52883
P 0.80319 1.05099 1.98153
N 0.08286 2.25548 2.76396
O 1.65376 1.85772 0.80552
O 1.87615 0.44153 3.15511
N -1.80328 0.47999 1.60487
P -2.79701 0.63802 3.03225
N -3.54481 -0.92197 3.50454
O -1.90147 0.89682 4.46675
C -2.64335 0.72508 0.43283
C -2.87030 2.29446 0.07311
O -4.27089 2.63068 0.19918
C -5.01555 2.27938 -0.89565
F -4.49867 2.66208 -2.12059
F -5.33513 0.92544 -0.98891
F -6.24091 2.94317 -0.76634
C -2.35173 -0.15742 -0.87024
N -0.89116 -0.56122 -1.03598
C -0.31051 0.77686 -1.43449
C 0.99394 0.86560 -2.31176
C 0.97167 2.09345 -3.36333
C -0.90643 -1.51847 -2.19655
C -1.48669 -0.99120 -3.55705
C -0.90425 -1.99222 -4.68403
F -2.91277 -1.15374 -3.68713
C -0.28962 -1.18254 0.23518
C 1.18557 -1.70066 0.08574
C 2.53686 -1.25387 -0.49717
C 3.56964 -0.29634 0.23557
C 5.08388 -0.77830 -0.05371
C 6.13947 0.39894 -0.00860
O 6.55798 0.58235 1.35526
C 5.77515 1.60253 2.01336
C -1.08100 -2.54322 0.69384
C -0.35122 -3.87647 0.90043
C -1.10429 -5.09041 1.29057
C -2.53884 -4.80259 1.46074
N -3.31613 -3.69057 1.38465
C -2.52635 -2.62055 1.01171
H -0.78977 -2.10737 4.83891
H 0.27144 3.15541 2.30423
H 1.19074 2.65076 0.43851
H 2.65583 1.03610 3.08778
H -4.38750 -0.98031 2.90583
H -3.90999 -0.72255 4.45130
H -1.93894 1.87177 4.56342
H -3.69573 0.39092 0.73669
H -2.39813 2.57754 -0.90789
H -2.34149 2.85095 0.91434
H -3.03556 -1.06265 -0.97290
H -2.77166 0.47362 -1.69896
H -0.31028 1.54610 -0.59588
H -0.99154 1.33402 -2.16903
H 1.27807 -0.03900 -2.91299
H 1.85674 1.13218 -1.61771
H 1.89447 2.10536 -4.01070
H 0.01495 2.05138 -3.96094
H 0.96666 3.02037 -2.70009
H -1.46408 -2.48444 -1.97384
H 0.14813 -1.85371 -2.45996
H -1.15548 0.02964 -3.88662
H -1.74695 -2.38663 -5.33598
H -0.07804 -1.52625 -5.28802
H -0.47127 -2.92155 -4.18564
H 1.48536 -2.08386 1.11977
H 1.01359 -2.57842 -0.63490
H 2.64415 -1.03904 -1.61195
H 3.18304 -2.21295 -0.46488
H 3.48217 -0.23307 1.35031
H 3.52091 0.70637 -0.29492
H 5.36278 -1.68916 0.55614
H 5.06251 -1.14153 -1.14063
H 7.04110 0.04545 -0.60871
H 5.72889 1.32168 -0.50948
H 6.51480 2.37888 2.39711
H 5.00068 2.09679 1.36065
H 5.25815 1.12056 2.89552
H 0.74871 -4.01996 0.75936
H -0.63464 -6.10460 1.43049
H -3.14274 -5.73299 1.71990
H -3.12721 -1.67361 0.98535
N -0.44205 5.17999 -0.26583
O -0.15129 4.98962 0.92912
O -1.04968 6.19548 -0.60865
O -0.10935 4.31654 -1.12814

As for the frontier orbital gap: 7.2 eV.

***

- The lowest frontier orbital gap belongs to which entry?
  C53H45N12O4RbS